[1]
44
Properties=species:S:1:pos:R:3 method="wB97M-V/def2-TZVPD" charge=-2 homo_energy_ha=-0.07971 gap_ev=5.5497
Ti 0.039 1.389 0.405
O -3.191 -2.346 4.089
C -2.586 -1.582 3.373
C -2.202 -1.828 1.926
O -2.431 -2.842 1.285
C -1.564 -0.596 1.509
C -1.450 0.326 2.561
O -0.859 1.431 2.335
C -2.078 -0.204 3.774
O -2.221 0.316 4.864
O -1.080 -0.250 0.361
I 3.972 2.570 -1.509
C 3.741 0.518 -1.212
C 4.859 -0.324 -1.273
C 4.728 -1.666 -1.067
I 6.466 -2.853 -1.169
C 3.462 -2.242 -0.797
C 3.223 -3.609 -0.537
C 1.957 -4.039 -0.263
C 0.902 -3.105 -0.260
N 1.090 -1.840 -0.522
C 2.330 -1.385 -0.768
C 2.454 0.050 -0.961
O 1.431 0.831 -0.917
H 5.831 0.105 -1.476
H 4.054 -4.304 -0.548
H 1.757 -5.082 -0.048
H -0.122 -3.406 -0.052
Cl -0.933 1.456 -3.328
C -2.332 2.021 -2.473
C -3.557 2.002 -3.110
C -4.695 2.443 -2.450
C -4.583 2.896 -1.145
C -3.353 2.913 -0.516
Cl -3.259 3.467 1.126
C -2.159 2.476 -1.141
N -0.958 2.481 -0.522
H -3.614 1.633 -4.126
H -5.658 2.425 -2.945
H -5.455 3.234 -0.600
O 1.753 0.419 1.919
C 2.027 1.619 2.050
O 1.437 2.555 1.411
H 2.825 1.928 2.747

---

[2]
10
Properties=species:S:1:pos:R:3 method="wB97M-V/def2-TZVPD" spin_multiplicity=5 charge=+1 homo_energy_ha="-0.46818 / -0.46907" gap_ev="6.5379 / 6.5651"
C -1.410 -0.185 -0.138
O 1.250 0.410 -0.326
C 0.866 -0.819 -0.361
C -1.002 1.102 0.117
O -0.393 -1.112 -0.529
O 1.638 -1.676 0.149
H -2.108 -0.690 0.533
H -0.693 1.767 -0.689
H -1.174 1.501 1.120
Cr 3.027 -0.298 0.125